1.
Below is 3 unconnected molecules or ions with the total composition C4H12NO2 at a distorted geometry, with properties calculated with ωB97M-V/def2-TZVPD.

Results
total energy	-9915.7991	eV
gap between HOMO and LUMO	4.71	eV
highest occupied orbital energy	-13.2	eV
total charge	+1
molar mass	106.14	g mol⁻¹
2S+1	1

XYZ file:
```
19
Properties=species:S:1:pos:R:3:forces:R:3
C 1.5795 1.2433 -1.3897 0.066 -0.329 -0.179
C 1.3209 0.5813 -0.0677 4.505 -1.064 0.200
C 1.3302 -0.8500 0.2772 2.508 3.883 1.509
C -0.0964 -0.2229 -0.1581 -3.642 -2.329 -0.502
O -0.9218 -0.0079 0.7045 0.682 -0.252 -0.991
N -1.4719 -3.3199 0.0745 0.036 -0.531 0.698
H 0.8512 2.0372 -1.5592 -0.446 -0.305 -0.318
H 2.4965 1.8562 -1.3980 0.100 -0.351 0.851
H 1.7478 0.5342 -2.1956 -0.565 0.069 -0.253
H 1.5519 1.2301 0.7703 -1.353 0.045 0.360
H 1.2323 -0.8783 1.3579 0.307 -0.818 -0.033
H 1.7830 -1.6631 -0.2797 -0.964 -0.078 -0.602
H -0.2411 -0.7169 -1.1346 -0.921 0.852 -0.093
H -1.1668 -3.2668 -0.8797 -0.114 0.400 -0.001
H -2.4154 -3.6416 0.1870 -0.188 -0.201 -0.317
H -1.3320 -2.5619 0.7164 0.232 0.302 -0.376
H -1.2165 1.6662 0.5418 -1.522 0.791 0.269
H -1.7096 3.2611 0.5913 -0.642 -0.669 0.000
O -1.0187 2.5995 0.5722 1.921 0.583 -0.222
```
Forces are in eV/Å.

=====

2.
Below is 3 unconnected molecules or ions with the total composition C4H12NO2 at a distorted geometry, with properties calculated with ωB97M-V/def2-TZVPD.

Results
total energy	-9916.7762	eV
gap between HOMO and LUMO (spin up / spin down)	4.55 / 8.65	eV
highest occupied orbital energy (spin up / spin down)	-11.5 / -13.3	eV
total charge	+1
molar mass	106.14	g mol⁻¹
2S+1	1

XYZ file:
```
19
Properties=species:S:1:pos:R:3:forces:R:3
C 3.4521 -0.3661 0.8644 -1.269 3.186 -0.461
C 3.3991 -0.1767 -0.5844 -1.177 -0.783 0.083
C 0.4010 0.8093 -0.8326 -0.103 -2.317 -0.848
C -0.8673 0.4968 -0.3438 -1.961 1.114 2.095
N -4.1014 -0.7159 0.2972 0.473 -0.346 -0.048
O -1.3693 1.3861 0.5332 1.380 1.066 0.037
O -1.6573 -0.4933 -0.6022 1.488 -1.000 -0.583
H 2.5683 0.3108 1.3856 2.862 -1.095 -1.112
H 4.5354 -0.0198 1.0324 -1.443 -0.574 0.867
H 3.1466 -1.3324 1.0993 0.438 -1.838 0.758
H 3.5247 0.7269 -1.0647 0.321 2.492 -0.202
H 3.4038 -0.8837 -1.3924 -0.134 -1.244 0.380
H 0.7823 1.8066 -0.7508 0.121 0.113 0.106
H 0.8800 -0.0173 -1.3911 -0.367 1.085 -0.137
H -4.5070 -1.2811 1.0277 -0.045 -0.475 -0.042
H -4.3373 -1.0958 -0.6240 -0.173 0.066 0.484
H -4.5600 0.1700 0.3967 -0.235 0.573 -0.232
H -2.2628 1.3692 0.8997 -0.035 -0.779 -0.623
H -2.4311 -0.6939 0.0499 -0.141 0.756 -0.521
```
Forces are in eV/Å.

=====

3.
Below is 2 unconnected molecules or ions with the total composition C4H12NO2 at a distorted geometry, with properties calculated with ωB97M-V/def2-TZVPD.

Results
total energy	-9913.8937	eV
gap between HOMO and LUMO (spin up / spin down)	8.62 / 8.62	eV
highest occupied orbital energy (spin up / spin down)	-14.6 / -14.6	eV
total charge	+1
molar mass	106.14	g mol⁻¹
2S+1	1

XYZ file:
```
19
Properties=species:S:1:pos:R:3:forces:R:3
C -0.3306 -0.2572 -1.9670 -0.487 0.089 -4.499
C 2.4142 0.2713 1.1522 -1.233 -3.064 2.947
C -1.5366 -1.5634 0.3003 0.036 -1.312 -2.961
C -0.9094 1.9212 0.6910 2.001 0.662 1.424
N -0.2166 0.2402 -0.6566 1.154 -2.177 1.102
O -0.4519 -0.6099 0.4142 -0.358 2.175 -0.788
O -0.5977 1.4971 -0.4662 -1.389 0.513 1.492
H 0.4988 -1.0007 -2.2115 -0.984 1.124 0.650
H -1.3167 -0.7543 -2.2340 0.944 0.537 0.684
H -0.2641 0.6256 -2.7782 0.133 -1.829 2.177
H 2.3196 1.2587 0.9032 -0.035 2.645 -0.291
H 1.6036 -0.0951 1.9114 1.484 1.002 -1.117
H 3.3826 -0.0234 1.5505 0.010 0.396 0.000
H -1.2207 -2.2408 -0.5513 -0.388 0.280 1.209
H -2.6102 -1.3212 0.0183 1.378 0.744 0.986
H -1.3496 -2.0319 1.2299 -0.696 -0.848 0.858
H -0.7139 1.3748 1.7135 -0.845 0.511 -2.492
H -0.9185 3.0217 0.6722 -0.647 -0.531 0.098
H 2.2176 -0.3127 0.3080 -0.079 -0.918 -1.479
```
Forces are in eV/Å.